No. 1
C18H56O10 | the ωB97M-V functional and the def2-TZVPD basis

Structure (XYZ):
```
84
Properties=species:S:1:pos:R:3:forces:R:3
O -2.5792 1.8469 2.5940 -11.2 2.9 0.7
H -2.9493 2.2564 3.3760 -1.2 0.2 0.1
H -1.7295 1.5103 2.8786 -2.8 -1.3 0.7
O -0.7472 3.3652 2.2290 0.2 17.9 -0.8
H -1.6401 3.2520 1.9034 -2.1 1.0 0.3
H -0.2914 3.8261 1.5246 0.6 0.4 -0.2
O 1.3354 -1.1637 2.4058 8.5 -4.2 4.6
H 0.7334 -1.1282 3.1492 1.5 0.5 -0.1
H 0.9336 -0.6002 1.7445 0.2 -0.8 -0.3
O -0.5468 -1.6513 3.1038 -5.2 -4.6 0.1
H -1.4291 -1.3505 2.8861 -0.4 -0.3 0.1
H -0.1685 -1.9128 2.2643 -0.2 -0.9 0.0
C -0.7841 0.1030 4.4956 1.4 1.8 1.9
C -0.3591 1.4165 3.8115 1.9 -0.1 3.5
C 1.1171 1.7425 4.0677 0.6 -0.6 -1.2
O -0.7521 1.5041 2.4705 8.2 -5.3 9.0
H 0.0304 -0.6206 4.4641 -0.7 0.7 0.5
H -1.7543 -0.2935 4.1963 0.2 0.4 0.5
H -0.7583 0.3897 5.5469 -0.7 0.1 0.3
H -0.8626 2.2264 4.3394 -0.5 0.1 -0.1
H 1.4013 1.6239 5.1133 -0.3 0.4 0.0
H 1.3937 2.7060 3.6395 -0.2 0.5 0.6
H 1.7893 1.0945 3.5053 -0.2 -0.5 0.1
H -0.6819 2.4444 2.2905 3.1 -3.4 -0.3
C -1.0039 1.6358 0.2638 -2.1 -0.1 -2.3
C -0.9262 0.0849 0.5116 -0.3 1.0 -2.7
C -0.4148 -0.6332 -0.7541 -3.0 2.1 -0.4
O -0.0428 -0.0402 1.5441 -3.0 -3.7 -8.0
H -0.0941 2.0091 -0.2063 0.6 0.1 0.8
H -1.4141 2.1461 1.1353 0.1 -1.3 -3.6
H -1.7110 1.9504 -0.5038 0.0 -0.4 0.2
H -1.8957 -0.3597 0.7363 -0.6 0.3 0.4
H 0.6126 -0.2835 -0.8548 -0.9 -1.1 -0.7
H -1.0460 -0.4030 -1.6124 0.5 1.1 0.9
H -0.5262 -1.7175 -0.7409 -2.0 2.4 0.0
H -0.3688 0.6730 2.0978 1.5 -1.8 -0.1
C -2.5607 1.1913 -2.6774 0.0 -0.3 -0.5
C -2.6929 -0.2653 -3.1853 -0.2 0.7 1.7
C -4.0865 -0.7055 -3.0662 -2.2 -1.4 -0.3
O -2.1774 -0.4055 -4.4377 -1.6 -1.3 -1.4
H -2.4933 1.3095 -1.5959 -0.4 -0.4 -0.7
H -3.4233 1.7458 -3.0468 -0.2 0.1 0.1
H -1.6905 1.6691 -3.1274 0.1 -0.1 0.2
H -2.1295 -1.0100 -2.6230 0.0 0.4 0.2
H -4.2259 -1.7697 -3.2561 0.5 -0.3 -0.1
H -4.7113 -0.2761 -3.8493 -0.2 0.6 0.3
H -4.5193 -0.6094 -2.0704 0.0 0.6 0.0
H -2.4601 0.2424 -5.0872 -0.5 0.1 0.2
C 1.7935 -4.9114 -0.2298 0.0 0.3 0.5
C 0.7729 -4.0164 0.5231 1.9 1.5 -0.9
C 0.7920 -2.4642 0.2019 2.0 -3.4 0.8
O -0.4779 -4.4163 0.0906 -2.0 -0.6 0.1
H 1.7937 -5.9358 0.1427 0.0 0.0 0.6
H 2.8057 -4.5208 -0.1246 0.0 -0.1 -0.3
H 1.4802 -5.0974 -1.2571 0.2 0.8 -0.3
H 0.8608 -4.1817 1.5969 0.2 0.2 0.2
H 0.4730 -2.2247 -0.8125 2.4 -2.7 0.6
H 1.7132 -1.9063 0.3697 0.2 -0.9 0.0
H 0.1039 -1.9749 0.8914 0.1 -0.9 -1.1
H -0.6109 -5.2719 0.5051 -0.5 -0.2 -0.2
C 1.0652 1.0120 -2.7329 0.4 -0.4 -0.9
C 0.5870 -0.1848 -3.5234 -1.2 0.4 0.0
C 0.0072 0.0876 -4.8828 2.4 0.8 -0.9
O 1.6634 -1.1296 -3.5875 -0.6 0.3 0.3
H 0.2452 1.6789 -2.4666 0.0 -0.2 0.3
H 1.7908 1.6487 -3.2390 0.1 -0.3 -0.4
H 1.5757 0.6022 -1.8614 -0.4 0.3 -0.5
H -0.3184 -0.5041 -3.0073 1.0 -0.9 0.2
H -0.4713 -0.8093 -5.2760 0.8 0.2 -0.3
H 0.9034 0.3914 -5.4237 -0.2 0.2 -0.9
H -0.7612 0.8593 -4.8359 1.1 0.3 -0.3
H 1.3006 -1.9365 -3.9603 0.1 -0.2 -0.1
C 3.2242 1.9662 -0.9978 -0.9 1.7 0.5
C 3.0931 1.7455 0.4923 -1.0 -3.2 -1.0
C 2.3191 0.3807 0.6640 0.3 2.0 -0.6
O 4.3050 1.4674 1.0779 1.9 -0.2 1.3
H 3.6881 1.1583 -1.5636 0.2 0.1 0.4
H 3.6775 2.9414 -1.1752 0.4 0.0 -0.4
H 2.1930 2.0357 -1.3443 0.7 0.6 0.1
H 2.5655 2.5315 1.0327 -0.2 0.4 -0.2
H 2.0369 0.1122 1.6820 2.2 1.1 -0.5
H 2.8331 -0.4611 0.1999 0.7 0.3 0.1
H 1.3308 0.3823 0.2042 1.3 0.9 0.0
H 4.9468 2.1800 1.0342 -0.2 0.3 -0.2
```
Forces are in eV/Å.

The max |F| is 17.92 eV/A. The charge is 0. Its HOMO energy is -0.3030 Ha. The frontier orbital gap comes out at 8.12 eV. As for the energy relative to the best compared isomer or geometry (same formula, charge and spin): 615.2 kcal/mol. Its total energy is -1470.83071 a.u. As for the LUMO energy: -0.13 eV.

No. 2
C18H57Ca2O31P5S2 | the ωB97M-V functional and the def2-TZVPD basis

Structure (XYZ):
```
115
Properties=species:S:1:pos:R:3:forces:R:3
Ca -16.3341 -16.3262 -10.6003 -1.1 0.2 -0.5
Ca -11.8907 -16.8535 -11.0205 -1.5 0.0 -0.8
S -14.0066 -16.7387 -8.9486 -1.2 -1.0 -0.2
O -14.0999 -15.9867 -10.1940 1.4 2.6 -1.6
O -14.1419 -15.9135 -7.7734 0.4 0.6 1.0
O -15.1704 -17.6294 -9.1125 -0.2 -1.0 1.2
O -12.7247 -17.4225 -9.0358 1.6 -1.1 1.0
S -14.0351 -17.5217 -12.9526 0.0 -0.3 -1.0
O -15.3359 -17.0800 -12.4339 -0.6 -0.3 -0.2
O -13.3412 -18.3989 -11.9915 0.2 -1.8 1.2
O -14.1614 -18.0906 -14.2709 -0.2 -0.3 -0.2
O -13.1317 -16.3680 -12.9418 1.6 2.9 -0.3
C -14.9137 -13.1937 -12.5307 -0.3 1.5 -0.5
O -15.3564 -14.3024 -11.8730 -0.6 -1.6 0.6
H -15.5500 -12.9576 -13.3836 -0.1 -0.1 -0.4
H -15.0476 -12.3625 -11.8384 0.6 0.5 -0.1
H -13.8935 -13.3108 -12.8961 0.1 0.2 0.2
H -14.6746 -14.9745 -11.9445 0.3 -0.4 -0.2
C -14.2837 -20.6578 -9.3193 -1.2 2.1 -0.9
O -15.4201 -20.2217 -8.5551 -0.1 -2.4 1.0
H -13.5870 -19.8197 -9.3013 0.7 -0.5 0.1
H -13.8691 -21.6406 -9.0947 -0.3 0.3 0.8
H -14.6130 -20.6869 -10.3579 0.1 -0.3 -0.3
H -15.6115 -19.2842 -8.6332 0.8 0.3 -0.6
C -17.0392 -13.7162 -8.1921 -0.9 -0.5 0.4
O -16.1749 -14.6053 -8.8653 -0.5 1.4 -0.5
H -17.4354 -14.2219 -7.3115 -0.3 0.0 0.1
H -16.6736 -12.7615 -7.8139 0.9 0.0 -0.3
H -17.8651 -13.4583 -8.8551 0.0 -0.2 -0.1
H -15.4375 -14.8473 -8.3003 0.7 -0.3 0.5
C -21.1726 -16.4152 -9.8749 -0.3 -1.4 -0.8
O -20.4428 -15.8726 -8.7853 0.9 -0.7 0.9
P -19.2238 -16.7626 -8.1854 -0.3 -1.1 1.5
O -17.9590 -16.8212 -8.9669 -2.1 0.1 1.5
O -19.0516 -16.1401 -6.6789 -0.3 -0.4 -2.3
C -20.1819 -15.8773 -5.8325 0.2 0.4 0.5
O -19.9272 -18.2441 -7.8888 0.2 2.6 -0.9
C -19.1224 -19.3643 -7.5878 0.8 -1.4 0.3
H -22.0474 -16.9965 -9.5835 -0.2 0.4 0.7
H -20.5798 -17.1854 -10.3683 0.3 0.4 -0.5
H -21.5122 -15.6600 -10.5837 0.4 0.2 0.2
H -21.1713 -15.9545 -6.2833 0.3 -0.4 -0.4
H -20.0805 -14.8410 -5.5101 0.0 0.0 0.1
H -20.1124 -16.5162 -4.9521 0.0 -0.1 -0.1
H -19.2178 -19.6927 -6.5528 0.2 0.8 0.4
H -18.0803 -19.2177 -7.8718 -0.1 0.0 0.1
H -19.4607 -20.2727 -8.0863 -0.3 0.4 -0.7
C -12.9132 -12.6577 -8.7885 -0.9 -0.5 1.1
O -12.3683 -12.3440 -10.0713 2.0 -1.2 -0.2
P -11.1021 -13.1878 -10.5942 1.3 2.5 -0.4
O -11.3241 -14.6181 -10.8957 0.3 0.4 0.2
O -10.6298 -12.2676 -11.8474 -0.2 -0.6 2.2
C -10.9002 -12.5597 -13.1854 -0.4 -0.6 -1.3
O -9.8541 -12.8951 -9.5723 -1.8 -0.2 -0.8
C -8.4952 -13.0548 -10.0205 0.2 -0.3 0.6
H -12.5971 -13.5910 -8.3226 0.3 -0.4 -0.6
H -13.9914 -12.7557 -8.9149 0.1 0.2 0.0
H -12.6662 -11.9190 -8.0260 0.0 0.5 -0.5
H -11.3867 -11.7348 -13.7059 -0.3 0.1 0.5
H -11.5303 -13.4478 -13.2348 0.0 -0.1 -0.4
H -9.9774 -12.7142 -13.7446 0.2 -0.3 0.3
H -7.8877 -13.2858 -9.1456 -0.3 -0.2 0.2
H -8.0615 -12.1236 -10.3850 -0.5 -0.1 -0.5
H -8.4187 -13.9018 -10.7023 0.1 0.3 -0.3
C -16.2215 -17.5691 -6.0600 0.9 -0.4 -2.3
O -17.2575 -17.9410 -5.1987 -1.3 -0.6 2.6
P -16.8739 -18.3012 -3.6876 1.0 -0.8 0.2
O -15.9811 -19.4967 -3.4984 -1.4 2.5 -0.1
O -16.2662 -16.8726 -3.1700 -0.5 -0.9 0.1
C -17.0978 -15.7220 -3.0095 0.2 1.0 0.5
O -18.3032 -18.4125 -2.9205 1.3 0.3 -1.7
C -18.2809 -18.7329 -1.5450 -0.5 -0.5 1.0
H -16.2394 -18.3057 -6.8633 0.2 0.0 0.0
H -15.2009 -17.6011 -5.6786 -0.2 0.2 0.5
H -16.4426 -16.6281 -6.5638 0.0 0.2 0.5
H -16.4708 -14.8312 -3.0480 0.4 -0.2 -0.5
H -17.5145 -15.6048 -2.0091 -0.2 -0.8 0.2
H -17.9166 -15.5658 -3.7118 0.2 -0.6 -0.4
H -18.8635 -17.9564 -1.0493 0.0 -0.2 0.2
H -17.3177 -18.8413 -1.0463 0.4 0.5 -0.5
H -18.7289 -19.7138 -1.3867 -0.4 0.1 -0.2
C -20.2730 -13.0499 -10.9317 -0.7 1.3 1.4
O -20.3500 -13.6325 -12.2125 2.2 -1.8 -0.6
P -19.2577 -14.8108 -12.5520 0.2 -0.8 -1.2
O -18.2890 -15.2442 -11.5036 -2.0 1.0 -1.1
O -20.2176 -16.0074 -13.0886 0.3 0.9 1.2
C -21.2087 -15.7777 -14.0922 0.3 0.3 -1.0
O -18.5539 -14.3401 -13.9276 -1.1 0.7 1.9
C -17.8173 -15.2516 -14.7067 1.3 -0.6 -1.4
H -21.2987 -12.8449 -10.6249 -0.1 0.0 -0.1
H -19.7582 -12.0892 -10.9413 0.1 0.0 -0.4
H -19.8315 -13.6215 -10.1154 0.2 -0.6 -0.5
H -20.7836 -16.1714 -15.0155 -0.3 -0.2 -0.1
H -21.4374 -14.7344 -14.3097 0.3 0.2 0.4
H -22.1679 -16.2498 -13.8793 0.3 -0.3 0.4
H -17.0218 -14.7094 -15.2179 -0.2 0.4 0.0
H -18.4326 -15.6826 -15.4964 -0.3 0.0 0.2
H -17.2518 -16.0471 -14.2215 -0.5 0.0 0.8
C -20.2677 -19.0156 -13.0785 -1.5 0.4 -0.8
O -19.7564 -19.7174 -11.9687 2.2 -0.3 0.7
P -18.1953 -19.4667 -11.6382 2.3 0.1 0.5
O -17.7689 -18.0066 -11.5332 -1.4 -3.7 -0.3
O -17.8512 -20.3212 -10.2900 -1.0 2.0 -1.2
C -18.0230 -21.7181 -10.2364 0.1 -1.3 -0.4
O -17.4476 -20.3873 -12.7658 -1.2 1.3 1.0
C -16.0236 -20.3489 -12.8988 1.6 0.1 -0.8
H -19.5741 -18.3823 -13.6317 0.2 0.0 0.5
H -21.1031 -18.4400 -12.6799 0.2 0.4 -0.2
H -20.7076 -19.6905 -13.8128 0.2 -0.4 0.2
H -18.6132 -22.0424 -9.3794 -0.1 0.5 0.1
H -17.0614 -22.2262 -10.1635 0.2 0.3 0.1
H -18.4945 -22.1159 -11.1351 -0.2 0.1 -0.1
H -15.7431 -20.0517 -13.9093 -0.4 0.1 0.0
H -15.5458 -21.3180 -12.7558 -0.7 -0.4 0.2
H -15.4472 -19.6711 -12.2692 -0.8 0.2 0.4
```
Forces are in eV/Å.

The max |F| is 3.93 eV/A. The charge is 0. Its HOMO energy is -0.3082 Ha. The frontier orbital gap comes out at 8.23 eV. Its total energy is -6911.61136 a.u. As for the LUMO energy: -0.16 eV.

Look up the LUMO energy of the first one.
-0.13 eV